1.
The following is a DFT calculation (ωB97M-V/def2-TZVPD) of a structure of composition C3H7NO4 in a non-equilibrium geometry.

HOMO energy: -0.315 hartree
multiplicity: 1
LUMO level: -0.163 Eh

Each line ends with the Mulliken charge.
CARTESIAN COORDINATES (ANGSTROEM)
O  -1.7584  0.7473  -1.3642  -0.317
C  -2.3282  0.1768  -0.2715  -0.123
C  -1.7706  -0.7761  0.6158  -0.219
N  -0.4671  -0.2803  1.1121  -0.374
C  0.9965  -0.0312  0.7094  0.544
O  1.6172  -0.0281  1.8793  -0.560
O  1.0708  1.1087  -0.3051  -0.509
H  -3.3123  0.4518  -0.2311  0.408
H  -1.3234  0.9065  -0.2438  0.419
H  -1.8080  -1.8028  0.8196  0.417
H  -0.3530  -0.1245  2.1000  0.204
H  1.1224  -0.8411  -0.0230  0.218
H  3.6173  -0.3491  -2.1867  0.228
H  1.7987  0.9323  -1.0184  0.433
O  2.8981  -0.0902  -1.5924  -0.768

***

2.
The following is a DFT calculation (ωB97M-V/def2-TZVPD) of a structure of composition C3H7NO4S in a non-equilibrium geometry.

HOMO energy: -0.386 hartree
multiplicity: 1
LUMO level: 0.003 Eh

Each line ends with the Mulliken charge.
CARTESIAN COORDINATES (ANGSTROEM)
C  1.2523  1.6198  0.5182  -0.927
C  0.1497  0.9198  0.8212  -0.370
C  -0.5794  -0.0785  -0.0743  1.016
N  0.0914  -0.4160  -1.2323  -0.446
O  -3.0054  -1.0919  0.0329  -0.511
O  -2.5078  1.0876  1.2006  -0.593
O  -2.7000  0.8608  -1.2577  -0.593
O  -0.7299  -1.6394  0.7864  -0.747
S  -2.3672  0.3410  0.0294  1.179
H  1.4885  2.3292  1.1627  0.346
H  1.9158  1.4969  -0.3678  0.150
H  -0.4582  1.1363  1.7300  0.334
H  -0.5041  -0.8532  -1.9233  0.241
H  -2.1926  -1.6253  0.4302  0.453
H  0.9684  -0.0405  -1.5528  0.152
H  -0.4270  -2.3305  0.2568  0.317

***

3.
The following is a DFT calculation (ωB97M-V/def2-TZVPD) of an isolated molecule of C3H7NO4S2 in a non-equilibrium geometry.

HOMO energy: -0.362 hartree
multiplicity: 1
LUMO level: -0.046 Eh

Each line ends with the Mulliken charge.
CARTESIAN COORDINATES (ANGSTROEM)
C  -1.1493  1.5531  -2.2790  -0.459
C  -1.7477  1.2342  -1.1469  -0.211
C  1.2012  -1.1024  2.3888  -0.735
N  1.7864  -0.9234  1.0383  -0.260
O  -2.0494  -0.6047  0.7699  -0.574
O  -1.5953  -1.3463  -1.6859  -0.542
O  0.8741  1.4215  0.4199  -0.526
O  1.6231  0.0117  -1.3601  -0.586
S  -1.3590  -0.4038  -0.5314  0.890
S  0.9948  0.0562  -0.0766  0.920
H  -1.2553  2.5375  -2.7815  0.252
H  -0.6252  0.7967  -2.9600  0.214
H  -2.2674  1.8489  -0.4610  0.412
H  0.9315  -2.1075  2.5053  0.305
H  1.9844  -0.7613  3.0253  0.286
H  0.3477  -0.3882  2.3946  0.308
H  2.3053  -1.8222  0.7404  0.305

***

4.
The following is a DFT calculation (ωB97M-V/def2-TZVPD) of a structure of composition C3H7NORb.

charge: +1
HOMO energy: -0.490 hartree
multiplicity: 1
LUMO level: -0.137 Eh

Each line ends with the Mulliken charge.
CARTESIAN COORDINATES (ANGSTROEM)
Rb  -0.0681  0.2258  -4.2749  0.990
C  0.3987  1.4799  0.3722  -0.946
C  0.5164  0.2922  -0.5410  0.571
O  1.0071  0.4468  -1.6721  -0.709
N  -0.0472  -0.8802  -0.1903  -0.149
C  -0.6354  -1.2548  1.0996  -0.780
H  1.2917  2.0964  0.3569  0.312
H  0.1365  1.2565  1.3992  0.352
H  -0.4022  2.0904  -0.0576  0.244
H  0.2282  -1.6659  -0.7610  0.254
H  -1.5913  -1.7452  0.9132  0.279
H  -0.8449  -0.3941  1.7200  0.293
H  0.0103  -1.9477  1.6358  0.289

***

5.
The following is a DFT calculation (ωB97M-V/def2-TZVPD) of the ion C3H7NOS with charge -1 in a non-equilibrium geometry.

<S²>: 0.754
charge: -1
HOMO energy (alpha / beta): -0.003 / -0.132 hartree
multiplicity: 2
LUMO level (alpha / beta): 0.121 / 0.115 Eh

Each line ends with the Mulliken charge.
CARTESIAN COORDINATES (ANGSTROEM)
O  -1.6856  -1.5018  -1.8934  -0.534
C  -1.4524  -0.6986  -0.9330  -0.561
C  -0.0524  -0.2790  -0.4556  0.195
C  0.1924  -0.3718  1.0077  -0.556
S  1.7146  0.7629  1.6396  -0.407
N  0.3051  0.9447  -1.1533  -0.673
H  -2.0925  0.2384  -0.6728  0.080
H  0.4250  -1.0761  -1.0502  0.133
H  -0.7736  0.0505  1.4755  0.336
H  0.2960  -1.4103  1.4868  0.358
H  1.3454  0.8588  2.8824  0.083
H  1.1931  0.6750  -1.6500  0.264
H  0.5849  1.8074  -0.6837  0.283

***

6.
The following is a DFT calculation (ωB97M-V/def2-TZVPD) of the ion C3H7NOS with charge -2 in a non-equilibrium geometry.

charge: -2
HOMO energy: 0.037 hartree
multiplicity: 1
LUMO level: 0.233 Eh

Each line ends with the Mulliken charge.
CARTESIAN COORDINATES (ANGSTROEM)
C  0.2416  -0.2829  0.6435  -0.291
C  -0.7824  -1.3146  1.0799  -0.852
S  -2.3562  -0.6353  1.7619  -0.817
N  -0.0507  0.1475  -0.7375  -0.352
C  0.8022  1.2198  -1.3175  -0.385
O  2.0355  1.2732  -0.8210  -0.895
H  0.2156  0.6302  1.2641  0.206
H  1.2819  -0.5868  0.6221  0.273
H  -0.3591  -1.9753  1.8369  0.262
H  -1.0028  -1.9181  0.2008  0.296
H  -1.0484  0.2066  -0.8971  0.223
H  0.2441  2.2091  -1.2063  0.144
H  0.7787  1.0265  -2.4298  0.188

***

7.
The following is a DFT calculation (ωB97M-V/def2-TZVPD) of an isolated molecule of C3H7NOS in a non-equilibrium geometry.

HOMO energy: -0.334 hartree
multiplicity: 1
LUMO level: 0.015 Eh

Each line ends with the Mulliken charge.
CARTESIAN COORDINATES (ANGSTROEM)
C  -1.5746  0.6273  -0.5424  -0.696
C  0.1144  -0.7585  0.4324  -0.780
C  1.4048  -0.0227  0.0536  0.478
H  -1.1016  1.5075  -0.9779  0.245
H  -1.5222  -0.2578  -1.2905  0.258
H  -2.6579  0.8725  -0.3957  0.276
H  -0.8958  0.7051  1.4519  0.289
H  0.2898  -1.3940  1.3428  0.318
H  -0.1204  -1.5970  -0.3045  0.298
H  3.2184  -0.4085  -0.3727  0.360
N  -1.0740  0.0516  0.6697  -0.308
O  2.3437  -0.8902  -0.2676  -0.417
S  1.5755  1.5648  0.2008  -0.321

***

8.
The following is a DFT calculation (ωB97M-V/def2-TZVPD) of a structure of composition C3H7NOS in a non-equilibrium geometry.

HOMO energy: -0.306 hartree
multiplicity: 1
LUMO level: -0.010 Eh

Each line ends with the Mulliken charge.
CARTESIAN COORDINATES (ANGSTROEM)
C  -0.2552  -0.5919  -0.2355  0.658
C  0.7322  -1.5401  0.3767  -1.296
C  0.0833  1.8015  -0.1781  -0.646
N  -0.4416  0.6699  0.4827  -0.371
O  -1.6021  -1.0897  -0.1743  -0.434
S  -2.2846  0.4767  0.1772  0.051
H  -0.1113  -0.3179  -1.3406  0.290
H  1.7357  -1.7329  -0.0990  0.281
H  0.2808  -2.6257  0.4856  0.277
H  1.0454  -1.1838  1.3860  0.349
H  -0.4935  2.6430  -0.0490  0.320
H  0.9892  2.0092  0.3924  0.258
H  0.3216  1.4817  -1.2242  0.263

***

9.
The following is a DFT calculation (ωB97M-V/def2-TZVPD) of an isolated molecule of C3H7NOS in a non-equilibrium geometry.

HOMO energy: -0.298 hartree
multiplicity: 1
LUMO level: 0.022 Eh

Each line ends with the Mulliken charge.
CARTESIAN COORDINATES (ANGSTROEM)
C  2.8808  -0.4400  0.2116  -0.625
C  0.4733  -0.4562  -0.2699  -0.439
C  -0.7769  0.3812  -0.1399  0.224
H  3.4271  -1.2734  -0.3846  0.268
H  2.9529  -0.7468  1.3396  0.265
H  3.4772  0.5817  0.0008  0.218
H  0.3723  -1.0711  -1.2459  0.287
H  0.2847  -1.3861  0.4373  0.303
H  0.3452  1.8169  0.4640  0.265
H  -1.3805  2.2831  -0.1367  0.250
N  -0.6156  1.6414  0.0723  -0.324
O  1.6591  0.2443  -0.1800  -0.355
S  -2.1191  -0.6599  0.1030  -0.337

***

Let's list energy relative to the best compared isomer or geometry (same formula, charge and spin) in order: 14.985, 2.855, 2.184, 0.128, 1.811, 0.491, 1.350, 3.711, 3.000 eV.
Let's list electronic energy in order: -12891.001, -23737.008, -34571.181, -7412.973, -17594.969, -17594.440, -17596.579, -17594.218, -17594.929 eV.